36
Properties=species:S:1:pos:R:3 method="wB97M-V/def2-TZVPD" lumo_energy_ev=0.73 e_tot_ha=-857.6929 charge=0 smiles="CC[C@H](C)[C@H](NC(=O)[C@@H](N)CC(N)=O)C(=O)O" de_lowest_kj_mol=167.2 fmax_ev_per_a=2.85
C -1.795 -0.167 -0.579
C -1.500 -0.778 0.816
C -2.749 1.011 -0.408
C -2.310 2.042 0.583
C 1.047 -0.183 1.053
C 0.890 1.218 1.579
C 1.706 -0.302 -0.324
C 3.121 0.409 -0.352
C 2.022 -1.774 -0.597
C 1.917 -1.995 -2.092
H -2.759 -0.617 -2.215
H -1.872 -1.968 -1.616
H -0.835 0.165 -1.033
H -2.974 1.570 -1.311
H -3.720 0.535 -0.101
H -3.372 1.044 2.059
H -2.384 2.312 2.696
H -0.259 -1.381 2.114
H 1.676 -0.546 1.828
H 1.080 0.162 -1.147
H 3.070 1.550 -0.500
H 3.647 -0.070 -1.171
H 3.608 0.150 0.594
H 3.012 -2.031 -0.270
H 1.271 -2.396 -0.089
H 2.515 -2.937 -2.435
H 2.419 -1.167 -2.669
H 0.844 -1.945 -2.388
H 0.706 3.006 1.133
N -2.548 -1.198 -1.367
N -2.767 1.875 1.847
N -0.203 -0.899 1.210
O -2.430 -1.225 1.434
O -1.583 2.942 0.291
O 0.598 1.383 2.739
O 0.913 2.204 0.688


100
Properties=species:S:1:pos:R:3 method="wB97M-V/def2-TZVPD" s2=6.092 lumo_energy_ev="0.22 / -0.26" e_tot_ha=-13774.0644 charge=0 de_lowest_kj_mol=93.5 spin_multiplicity=5 fmax_ev_per_a=0.67
Cr -1.126 -1.343 0.167
Br 1.217 -6.197 -3.817
C 0.786 -4.678 -2.778
C 0.177 -3.576 -3.404
C -0.225 -2.548 -2.589
N -0.021 -2.509 -1.269
C 0.671 -3.535 -0.681
C 1.038 -4.673 -1.441
C 0.945 -3.377 0.695
C 1.873 -4.189 1.395
C 2.241 -3.841 2.655
Br 3.503 -4.889 3.595
C 1.720 -2.680 3.262
C 0.778 -1.971 2.560
N 0.336 -2.303 1.334
H -0.003 -3.552 -4.468
H -0.757 -1.705 -3.016
H 1.471 -5.538 -0.961
H 2.316 -5.045 0.906
H 2.022 -2.365 4.248
H 0.326 -1.097 3.009
N 3.267 -1.112 -0.831
C 2.373 -0.472 -1.649
N 1.205 -0.080 -1.260
C 0.497 0.491 -2.291
C 1.167 0.584 -3.468
S 2.748 -0.083 -3.305
C -0.914 0.900 -2.131
C -1.383 2.004 -2.740
S -3.079 2.172 -2.484
C -3.060 0.713 -1.522
N -1.869 0.148 -1.413
N -4.192 0.280 -0.982
H 2.844 -1.549 -0.023
H 3.974 -1.672 -1.278
H 0.823 0.955 -4.420
H -0.833 2.721 -3.329
H -5.026 0.821 -1.120
H -4.235 -0.569 -0.365
Cl -0.375 7.425 -2.875
C 0.431 6.434 -1.706
C 0.051 5.115 -1.540
C 0.727 4.330 -0.623
C 1.766 4.833 0.163
C 2.479 3.950 1.166
C 1.554 3.376 2.244
N 0.522 2.471 1.778
C -0.822 2.775 1.735
C -1.431 1.699 1.183
N -0.495 0.732 0.903
C 0.664 1.222 1.275
O 3.187 2.858 0.599
C 3.523 2.910 -0.777
C 4.533 3.976 -1.086
C 4.485 4.832 -2.142
Cl 3.264 4.925 -3.345
S 5.826 5.905 -2.194
C 6.484 5.205 -0.774
C 5.702 4.205 -0.296
C 2.117 6.171 -0.034
Cl 3.382 6.932 0.883
C 1.464 6.971 -0.960
H -0.759 4.703 -2.125
H 0.441 3.289 -0.535
H 3.196 4.555 1.718
H 1.049 4.211 2.727
H 2.173 2.872 2.986
H -1.206 3.716 2.090
H -2.485 1.534 1.033
H 1.619 0.731 1.191
H 2.639 3.028 -1.407
H 3.956 1.931 -0.975
H 7.411 5.583 -0.370
H 5.927 3.631 0.594
H 1.762 8.001 -1.095
C -5.410 -3.521 2.633
N -4.244 -2.660 2.802
C -3.545 -2.695 3.976
C -2.537 -1.852 4.201
C -2.128 -0.933 3.145
O -1.324 -0.042 3.389
N -2.660 -1.133 1.861
C -3.831 -1.837 1.759
O -4.576 -1.779 0.774
H -6.227 -3.194 3.277
H -5.144 -4.549 2.883
H -5.724 -3.476 1.598
H -3.889 -3.418 4.705
H -2.001 -1.826 5.138
Br -4.763 -6.893 -1.185
C -3.762 -5.323 -0.794
C -3.798 -4.254 -1.675
C -3.055 -3.120 -1.384
C -2.271 -3.019 -0.234
C -2.270 -4.114 0.628
C -3.006 -5.265 0.361
H -4.401 -4.303 -2.572
H -3.107 -2.287 -2.081
H -1.692 -4.081 1.549
H -2.988 -6.106 1.043


64
Properties=species:S:1:pos:R:3 method="wB97M-V/def2-TZVPD" lumo_energy_ev=4.00 e_tot_ha=-3634.8253 charge=-2 fmax_ev_per_a=1.83
Li 0.007 1.566 -0.340
O 2.642 -2.167 -3.443
C 1.583 -1.699 -4.113
C 1.503 -2.062 -5.452
C 0.447 -1.644 -6.212
C -0.565 -0.870 -5.672
C -0.473 -0.481 -4.341
C 0.588 -0.894 -3.540
C 0.666 -0.410 -2.138
O -0.172 0.433 -1.823
N 1.632 -0.941 -1.403
N 1.626 -0.581 -0.125
C 2.626 -0.953 0.555
S 2.789 -0.555 2.274
C 4.024 -1.847 2.573
C 5.016 -1.788 1.400
S 4.012 -1.880 -0.097
H 2.556 -1.856 -2.508
H 2.313 -2.672 -5.832
H 0.412 -1.959 -7.259
H -1.414 -0.506 -6.266
H -1.201 0.175 -3.866
H 3.488 -2.816 2.636
H 4.497 -1.595 3.506
H 5.721 -2.597 1.397
H 5.557 -0.845 1.396
O 2.191 2.693 1.665
S 2.049 3.536 0.496
O 3.268 4.159 -0.037
O 1.299 2.860 -0.547
C 1.009 4.957 1.043
C 1.758 6.103 1.325
C 1.172 7.264 1.806
C -0.197 7.294 2.080
C -0.931 6.127 1.847
C -0.361 4.970 1.310
S -1.592 3.693 0.914
O -2.658 3.829 1.903
O -1.937 4.008 -0.460
O -0.922 2.410 1.009
H 2.824 6.058 1.131
H 1.804 8.135 1.983
H -0.671 8.197 2.437
H -1.973 6.159 2.068
C -3.661 -2.077 -0.847
N -3.328 -2.887 0.328
C -4.539 -3.536 0.834
C -2.530 -2.300 1.305
S -2.107 -0.715 1.286
N -2.134 -3.185 2.270
C -1.764 -4.560 1.949
C -1.426 -2.656 3.441
H -4.244 -2.740 -1.491
H -2.717 -1.737 -1.332
H -4.236 -1.175 -0.588
H -5.337 -2.776 1.081
H -4.331 -4.059 1.745
H -4.931 -4.237 0.081
H -1.941 -4.756 0.881
H -2.314 -5.324 2.491
H -0.707 -4.734 2.143
H -1.748 -1.634 3.609
H -0.352 -2.638 3.248
H -1.665 -3.284 4.289


66
Properties=species:S:1:pos:R:3 method="wB97M-V/def2-TZVPD" s2=2.051 lumo_energy_ev="-3.43 / -5.53" e_tot_ha=-4406.0321 charge=+1 spin_multiplicity=3 fmax_ev_per_a=1.06
Ni 0.817 0.659 1.139
Cl 4.615 6.393 0.721
C 4.065 4.778 0.885
C 4.971 3.740 0.779
C 4.549 2.423 0.866
I 5.880 0.814 0.791
C 3.186 2.081 1.027
O 2.774 0.887 1.026
C 2.260 3.182 1.198
N 0.971 2.832 1.395
C 0.075 3.784 1.568
C 0.403 5.143 1.543
C 1.705 5.519 1.314
C 2.686 4.527 1.130
H 6.019 3.960 0.632
H -0.945 3.458 1.720
H -0.370 5.879 1.694
H 1.987 6.559 1.267
N -1.036 -1.383 0.664
P -1.329 0.288 0.489
C -3.117 0.347 0.792
C -3.859 1.405 0.272
C -5.222 1.464 0.491
C -5.850 0.480 1.239
C -5.108 -0.558 1.783
C -3.742 -0.619 1.573
C -1.204 0.613 -1.307
C -2.052 0.014 -2.230
C -1.901 0.291 -3.577
C -0.913 1.168 -4.000
C -0.051 1.749 -3.084
C -0.191 1.461 -1.739
P 0.669 -1.644 0.740
C 1.007 -2.043 -1.007
C 1.785 -1.185 -1.774
C 1.914 -1.406 -3.134
C 1.261 -2.476 -3.725
C 0.487 -3.335 -2.959
C 0.359 -3.123 -1.600
C 0.702 -3.263 1.564
C 1.711 -4.184 1.292
C 1.712 -5.408 1.936
C 0.726 -5.712 2.863
C -0.264 -4.785 3.153
C -0.268 -3.558 2.518
H -1.597 -2.044 0.126
H -3.361 2.159 -0.323
H -5.796 2.281 0.080
H -6.917 0.521 1.401
H -5.592 -1.317 2.379
H -3.161 -1.423 2.001
H -2.837 -0.647 -1.888
H -2.560 -0.166 -4.300
H -0.815 1.404 -5.049
H 0.718 2.427 -3.418
H 0.474 1.903 -0.995
H 2.292 -0.360 -1.287
H 2.520 -0.744 -3.734
H 1.361 -2.650 -4.785
H -0.018 -4.172 -3.421
H -0.228 -3.802 -0.995
H 2.475 -3.950 0.563
H 2.488 -6.127 1.721
H 0.732 -6.668 3.365
H -1.026 -5.014 3.883
H -1.029 -2.825 2.746


76
Properties=species:S:1:pos:R:3 method="wB97M-V/def2-TZVPD" lumo_energy_ev="3.76 / 3.76" e_tot_ha=-5039.1445 charge=-2 de_lowest_kj_mol=98.7 fmax_ev_per_a=1.07
Ir 2.055 0.205 -2.578
O 1.240 -5.952 -5.557
C 0.994 -5.717 -4.360
O 0.639 -6.485 -3.444
C 1.187 -4.236 -3.927
C 1.001 -3.860 -2.601
C 1.185 -2.549 -2.216
N 1.542 -1.610 -3.104
C 1.706 -1.948 -4.398
C 1.540 -3.246 -4.837
C 2.035 -0.764 -5.275
O 2.153 -0.866 -6.479
O 2.142 0.336 -4.590
H 0.713 -4.619 -1.886
H 1.064 -2.210 -1.197
H 1.680 -3.487 -5.881
O 0.587 4.963 -1.835
Cl 1.619 3.969 -1.689
O 1.504 3.352 -0.386
O 2.917 4.579 -1.817
O 1.452 2.956 -2.720
C -0.055 2.265 2.331
C -1.551 2.222 1.977
C -2.359 2.461 3.262
C -1.780 3.399 1.014
Si -1.993 0.541 1.162
Br -1.192 0.659 -0.925
C -3.900 0.270 0.981
C -4.238 -0.773 -0.095
C -4.544 -0.178 2.301
C -4.582 1.571 0.536
C -1.109 -0.959 1.982
C 0.398 -0.932 1.700
C -1.304 -0.984 3.505
C -1.635 -2.283 1.407
H 0.189 3.275 2.676
H 0.575 2.068 1.462
H 0.206 1.571 3.133
H -2.001 3.380 3.738
H -2.247 1.651 3.986
H -3.425 2.591 3.065
H -1.575 4.329 1.554
H -2.798 3.456 0.629
H -1.091 3.361 0.171
H -3.882 -1.772 0.146
H -3.822 -0.496 -1.064
H -5.328 -0.827 -0.197
H -4.198 -1.166 2.610
H -5.630 -0.240 2.169
H -4.352 0.519 3.119
H -4.163 1.940 -0.402
H -4.507 2.365 1.280
H -5.647 1.372 0.370
H 0.886 -0.058 2.122
H 0.630 -0.939 0.635
H 0.854 -1.820 2.152
H -0.841 -0.122 3.990
H -0.823 -1.882 3.909
H -2.354 -1.012 3.800
H -1.574 -2.304 0.317
H -2.665 -2.493 1.702
H -1.014 -3.102 1.786
C 4.806 1.358 -0.934
C 3.925 0.356 -0.174
C 3.453 0.988 1.141
C 4.721 -0.927 0.116
N 2.743 0.007 -0.917
H 5.712 1.595 -0.365
H 4.257 2.282 -1.117
H 5.099 0.928 -1.893
H 4.322 1.268 1.743
H 2.851 0.276 1.705
H 2.858 1.875 0.931
H 5.608 -0.707 0.718
H 5.040 -1.386 -0.821
H 4.094 -1.641 0.651